No. 1
ORCA calculation (ωB97M-V/def2-TZVPD) on a molecular structure, C41H54BBr57N2O4S at a distorted geometry.

XYZ file:
```
160
Properties=species:S:1:pos:R:3:forces:R:3:lowdin_charge:R:1
C 0.7444 -3.0031 5.5843 -0.2 0.0 -0.3 -0.136
C -0.1792 -1.7752 5.0882 0.5 -0.2 0.0 -0.246
C 0.6336 -0.3998 4.8215 -0.5 0.1 0.4 -0.217
C 1.9776 -0.5865 3.9590 -0.7 -0.3 -0.4 -0.197
C 2.0879 0.4448 2.6986 0.3 -0.9 -0.4 -0.167
C 1.4529 -0.1712 1.3452 -2.0 0.5 -2.0 0.001
C 0.3941 0.6179 0.5324 1.8 -2.8 0.9 -0.109
O 0.0279 1.9340 1.0171 1.5 -1.6 -1.3 -0.148
C 1.0897 2.8660 0.6035 0.3 1.0 -1.2 -0.173
C 0.5173 4.3007 0.1409 0.3 0.3 1.0 -0.149
C 0.4731 5.3900 1.3493 -0.2 0.8 -0.8 -0.280
C -1.0407 5.8724 1.6735 0.4 -0.2 -0.6 -0.138
C -0.3252 0.0727 -0.7904 1.6 -2.9 0.2 -0.029
C -1.4127 1.0366 -1.4393 0.6 0.4 0.9 -0.119
C -2.6561 1.1628 -0.4141 1.0 2.0 0.2 -0.158
O -3.9048 0.6353 -0.9384 0.1 -1.2 2.7 -0.035
C -4.6968 0.0188 0.0655 -3.3 -2.9 -1.2 -0.380
O -5.4167 -0.9641 -0.2892 3.0 3.9 1.2 0.042
C -4.8085 0.4759 1.5887 1.6 0.0 0.8 -0.126
C -3.8426 -0.5440 2.4367 0.3 0.0 -0.5 -0.100
C 0.0126 -1.3406 -1.3705 0.5 2.8 3.3 0.057
B -0.7126 -1.9807 -2.6808 0.1 -0.6 -0.9 -0.452
O -2.0044 -1.6070 -3.2141 1.4 -0.9 1.9 0.020
C 0.0493 -3.2088 -3.4729 -0.1 -0.1 0.2 -0.177
C -0.5796 -4.5667 -2.8129 -0.7 0.9 0.4 -0.135
C 1.1374 -2.1287 -0.5540 2.2 -1.4 1.6 -0.166
N 1.6967 -3.4213 -0.8129 -0.7 2.6 0.9 -0.295
S 2.8910 -3.9016 0.3104 -3.1 4.3 -0.5 0.932
N 2.8294 -2.5131 1.3023 -2.6 1.8 -2.1 -0.295
C 1.8695 -1.5913 0.7798 -0.3 -0.8 -0.9 -0.198
H 1.4571 -3.3219 4.7474 -1.0 0.4 1.1 0.068
H 1.4000 -2.7472 6.4973 -1.3 -0.3 -1.4 0.019
H 0.0707 -3.9024 5.8392 1.1 1.4 -0.4 0.020
H -0.7057 -2.0482 4.0968 0.9 0.2 1.5 0.110
H -1.0041 -1.6482 5.8713 1.1 0.2 -1.1 0.060
H -0.1143 0.3094 4.2991 1.3 -1.0 0.6 0.097
H 0.8972 0.1183 5.8243 -0.4 -0.9 -1.5 0.070
H 1.9754 -1.6398 3.5115 0.1 1.5 0.7 0.075
H 2.8991 -0.5176 4.6443 -1.4 0.1 -1.2 0.086
H 3.2170 0.5820 2.5109 -1.7 0.0 0.1 0.106
H 1.6010 1.4628 2.9231 0.8 -1.8 -0.4 0.028
H 1.6048 2.3870 -0.2998 -0.5 0.7 1.3 0.086
H 1.8824 3.0247 1.4243 -1.3 -0.4 -1.1 0.126
H 1.2265 4.7166 -0.6639 -1.1 -0.8 1.1 0.117
H -0.5404 4.2361 -0.2843 1.5 -0.2 0.3 0.077
H 1.0311 5.0408 2.2886 -0.8 0.4 -1.5 0.044
H 1.0205 6.3333 0.9427 -0.8 -1.8 0.9 0.017
H -1.7705 5.0598 1.2931 1.0 1.3 0.9 0.073
H -1.2207 6.8284 1.0659 0.0 -1.4 0.9 0.020
H -1.2147 6.1194 2.7754 0.2 -0.5 -1.5 0.067
H -1.7103 0.7806 -2.5090 0.3 0.0 1.6 0.112
H -0.9343 2.0886 -1.4769 -0.8 -1.7 0.1 0.054
H -2.8346 2.2928 -0.2258 0.4 -1.8 -0.2 0.131
H -2.3142 0.7072 0.5742 -0.8 0.4 -1.3 0.112
H -4.3941 1.5237 1.8034 -0.8 -1.4 -0.7 0.110
H -5.8643 0.3937 2.0248 1.5 0.1 -1.3 0.125
H -3.1922 0.0077 3.2028 -1.1 -0.7 -1.1 0.077
H -3.1229 -1.0066 1.6751 -0.9 0.3 1.3 0.073
H -4.4346 -1.3742 2.9564 0.9 1.2 -0.9 0.085
H -2.6873 -1.6850 -2.5110 0.4 0.6 -0.6 0.111
H -0.1780 -3.1796 -4.5998 0.2 -0.1 1.6 0.078
H 1.1840 -3.1864 -3.3419 -1.6 -0.1 -0.1 0.086
H -1.7294 -4.5045 -2.9654 1.9 -0.4 0.0 0.040
H -0.1462 -5.5210 -3.2612 -0.7 1.3 0.6 0.068
H -0.4355 -4.5696 -1.6640 0.0 -0.1 -1.9 0.069
C 2.0005 -0.5137 9.4408 0.0 0.0 0.1 -1.551
Br 3.0948 -1.1247 7.9599 -0.3 0.1 0.4 0.586
Br 0.1360 -0.3429 8.9363 0.4 -0.2 0.1 0.557
Br 2.2248 -1.6264 11.0150 0.0 0.2 -0.3 0.547
H 2.3522 0.4829 9.7049 -0.1 -0.3 -0.1 -0.098
C -0.0534 -1.2167 -7.2811 -0.1 -0.1 0.0 -1.562
Br -0.3160 -0.1441 -5.6876 0.1 0.0 -0.3 0.661
Br -0.2993 -0.1736 -8.8980 0.1 -0.2 0.3 0.567
Br 1.6589 -2.1281 -7.2626 -0.3 0.3 0.0 0.587
H -0.8243 -1.9862 -7.2774 0.2 0.2 0.0 -0.017
C -1.9913 4.4690 -4.1881 -0.1 -0.1 -0.1 -1.576
Br -1.6650 5.9814 -5.3580 0.0 -0.3 0.3 0.570
Br -0.3752 3.4447 -3.8656 -0.4 0.5 -0.2 0.544
Br -2.8426 5.0092 -2.5299 0.2 -0.1 -0.2 0.572
H -2.6886 3.8109 -4.7049 0.2 0.2 0.1 -0.023
C 3.1225 1.2761 -4.7875 0.0 0.0 -0.1 -1.582
Br 3.4553 2.7918 -5.9506 -0.1 -0.3 0.3 0.577
Br 4.7330 0.2400 -4.4706 -0.3 0.2 0.0 0.573
Br 2.2679 1.8161 -3.1280 0.5 -0.3 -0.2 0.538
H 2.4228 0.6225 -5.3079 0.2 0.2 0.2 -0.094
C -3.8838 -7.1336 -2.2635 -0.1 0.0 0.0 -1.619
Br -4.1402 -6.0631 -0.6665 0.1 -0.2 -0.3 0.559
Br -4.1229 -6.0872 -3.8790 0.0 -0.2 0.3 0.564
Br -2.1767 -8.0532 -2.2489 -0.3 0.2 0.0 0.558
H -4.6597 -7.9000 -2.2617 0.3 0.3 0.0 -0.135
C -1.4623 -4.9401 8.8982 -0.1 -0.1 0.1 -1.589
Br -0.5872 -6.1459 7.6561 -0.2 0.2 0.3 0.581
Br -0.2362 -4.2840 10.2507 -0.2 -0.1 -0.4 0.543
Br -2.3684 -3.4905 7.9811 0.2 -0.3 0.2 0.570
H -2.2273 -5.5171 9.4152 0.2 0.2 -0.2 -0.029
C -7.7021 -9.9876 -2.8558 -0.2 0.0 -0.1 -1.590
Br -5.8632 -10.2798 -2.3112 -0.3 0.0 0.0 0.610
Br -8.9439 -11.0186 -1.7802 0.4 0.2 -0.2 0.533
Br -8.1555 -8.1016 -2.8755 0.2 -0.3 0.1 0.574
H -7.7920 -10.3476 -3.8795 0.1 0.1 0.3 -0.024
C 2.2831 3.7191 10.9117 -0.1 0.2 0.1 -1.561
Br 3.3453 3.0992 9.4092 -0.2 0.0 0.2 0.577
Br 0.4066 3.8795 10.4485 0.5 -0.1 0.3 0.555
Br 2.5460 2.6129 12.4832 0.0 0.1 -0.4 0.583
H 2.6370 4.7183 11.1617 -0.1 -0.3 -0.1 -0.022
C -3.9283 1.0095 -10.1756 -0.1 0.1 0.2 -1.635
Br -5.1486 -0.2707 -9.3792 0.2 0.3 -0.2 0.578
Br -4.5708 1.6461 -11.8941 -0.1 0.0 0.4 0.571
Br -3.5272 2.4715 -8.9663 -0.1 -0.2 -0.3 0.550
H -2.9938 0.4853 -10.3601 -0.3 0.2 0.1 -0.167
C 0.6898 3.7906 6.5015 0.0 0.0 0.2 -1.594
Br -0.8173 2.9185 7.3540 0.1 0.2 -0.6 0.531
Br 0.6986 3.4999 4.5844 -0.7 0.3 0.3 0.602
Br 0.7805 5.6762 6.9473 0.0 -0.4 -0.2 0.571
H 1.5928 3.3258 6.8968 -0.2 0.1 -0.1 -0.114
C -9.2051 -14.6171 0.9149 0.0 -0.1 -0.1 -1.607
Br -9.2853 -15.1238 2.7853 0.0 0.2 -0.4 0.563
Br -10.4291 -13.1677 0.5085 0.2 -0.3 0.2 0.532
Br -7.3937 -14.2081 0.3550 -0.4 0.0 0.1 0.554
H -9.5304 -15.4803 0.3365 0.1 0.3 0.2 -0.026
C 6.9726 2.0349 -1.2640 0.0 0.0 -0.1 -1.619
Br 8.8077 1.7463 -0.7050 -0.4 0.1 -0.1 0.560
Br 5.7239 1.0033 -0.1977 0.2 0.2 -0.2 0.530
Br 6.5131 3.9193 -1.2887 0.1 -0.4 0.0 0.554
H 6.8910 1.6735 -2.2882 0.0 0.1 0.3 -0.051
C 1.0973 9.6712 0.7243 0.0 0.1 0.1 -1.581
Br 2.8096 10.3393 0.1049 -0.3 -0.2 0.1 0.566
Br 0.1734 8.6691 -0.6566 0.2 0.2 0.2 0.601
Br 1.2737 8.6509 2.3658 0.0 0.4 -0.2 0.616
H 0.4810 10.5391 0.9536 0.2 -0.3 -0.1 -0.027
C 5.3999 2.3159 5.6661 0.0 0.0 0.0 -1.539
Br 6.4937 1.6993 4.1924 -0.3 0.1 0.2 0.586
Br 3.5202 2.4633 5.1761 1.0 -0.1 0.1 0.631
Br 5.6357 1.2151 7.2413 0.0 0.3 -0.5 0.472
H 5.7443 3.3180 5.9197 -0.1 -0.3 0.0 -0.056
C 7.1051 -2.5055 8.5838 -0.1 0.0 -0.1 -1.611
Br 7.5179 -4.3628 8.9597 -0.1 0.4 0.0 0.571
Br 6.8557 -1.4797 10.2113 0.0 -0.2 -0.3 0.532
Br 8.4251 -1.6944 7.4168 -0.2 -0.2 0.3 0.556
H 6.1556 -2.4915 8.0500 0.2 0.0 0.2 -0.049
C 8.1904 3.9199 9.2266 0.1 -0.1 0.1 -1.582
Br 7.4793 2.2648 9.9437 0.3 0.4 0.1 0.509
Br 9.7187 3.6074 8.0740 -0.4 0.0 0.2 0.575
Br 6.8193 4.9686 8.3389 0.2 -0.2 0.1 0.564
H 8.5438 4.5080 10.0720 -0.1 -0.1 -0.3 -0.026
C -0.4179 1.1289 -13.0911 0.1 0.1 -0.1 -1.575
Br -1.6318 -0.1558 -12.2921 0.6 -0.1 -0.5 0.595
Br -1.0680 1.7664 -14.8028 0.0 -0.1 0.4 0.558
Br -0.0186 2.5903 -11.8800 -0.2 -0.3 -0.2 0.569
H 0.5192 0.6067 -13.2808 -0.2 0.1 0.0 -0.075
C -5.2270 5.5009 -11.8811 0.0 -0.1 0.0 -1.626
Br -3.7184 6.4465 -11.1109 -0.3 -0.2 -0.1 0.545
Br -6.7360 5.4368 -10.6614 0.3 0.0 -0.3 0.549
Br -5.7263 6.2269 -13.6093 0.1 -0.1 0.3 0.556
H -4.9074 4.4715 -12.0483 -0.1 0.3 0.1 -0.103
C 3.1302 0.8177 -16.4259 0.1 0.0 0.0 -1.601
Br 1.9192 -0.4722 -15.6309 0.2 0.2 -0.2 0.572
Br 2.4790 1.4566 -18.1374 0.1 -0.1 0.4 0.565
Br 3.5222 2.2787 -15.2118 -0.2 -0.3 -0.2 0.563
H 4.0688 0.2991 -16.6151 -0.3 0.1 0.1 -0.027
```
Positions in Å, forces in eV/Å.

Properties
- E_LUMO: -1.24 eV
- Gap between HOMO and LUMO: 0.2638 Ha


No. 2
ORCA calculation (ωB97M-V/def2-TZVPD) on a molecular structure, C41H54FN13O3SSbV at a distorted geometry.

XYZ file:
```
115
Properties=species:S:1:pos:R:3:forces:R:3:lowdin_charge:R:1
V -2.5783 -0.1559 2.2993 0.7 -1.3 -0.3 0.561
N 0.4659 -0.6246 3.7864 -0.2 0.6 -0.1 0.119
C -0.1957 0.5047 4.3123 0.7 -2.5 -1.5 -0.521
N 0.3999 1.3528 5.1128 -0.7 0.5 0.1 0.009
N -0.5858 2.2849 5.2927 0.3 0.1 -0.1 -0.124
N -1.6291 1.9677 4.6191 -0.9 0.4 0.0 -0.076
N -1.4308 0.7997 3.9465 0.0 0.8 1.2 -0.036
C -0.1128 -1.8199 3.3485 0.5 0.6 0.4 -0.496
N 0.4994 -2.9962 3.5211 -1.3 0.4 -0.6 0.021
N -0.3988 -3.8498 2.9440 0.6 -0.5 0.1 -0.124
N -1.4175 -3.2341 2.4736 -0.1 0.6 0.0 -0.053
N -1.2673 -1.8932 2.6946 0.1 -0.3 0.5 -0.037
H 1.3640 -0.7317 4.1926 0.6 -0.3 0.3 0.100
C -4.6735 -0.0768 4.9390 0.3 0.5 -0.4 -0.027
C -5.0408 -1.1438 3.9566 -0.9 -0.7 1.2 -0.312
C -6.0139 -2.0634 4.4291 -0.2 -0.1 -0.4 -0.027
C -6.3568 -3.1395 3.6793 0.8 0.6 0.2 -0.026
C -5.7891 -3.2952 2.4071 0.1 -0.2 -0.9 -0.167
C -6.1973 -4.3756 1.5677 0.3 0.8 0.8 -0.075
C -5.6789 -4.4134 0.3115 -0.8 -1.5 -0.8 -0.124
C -4.7731 -3.4669 -0.1881 0.0 0.5 0.5 -0.134
C -4.3072 -2.4085 0.5964 -0.3 0.1 0.8 -0.603
S -3.1806 -1.1835 0.0770 -0.3 -0.3 -0.3 0.598
C -4.8483 -2.3298 1.9541 -0.1 -0.2 0.2 -0.182
N -4.4524 -1.3127 2.8129 0.7 0.0 -1.1 0.081
H -5.3053 -0.1577 5.8351 0.4 0.1 -0.3 0.074
H -4.7795 0.9205 4.5044 0.0 0.0 0.0 0.084
H -3.6177 -0.1818 5.1799 0.1 0.1 0.3 0.070
H -6.4520 -1.9038 5.3952 -0.1 0.0 0.3 0.095
H -6.9787 -3.8995 4.0842 -0.7 -0.5 0.1 0.100
H -6.9168 -5.0826 1.9917 0.3 0.1 -0.5 0.100
H -6.0302 -5.2484 -0.3440 0.5 0.8 0.4 0.106
H -4.4723 -3.5624 -1.2213 0.2 0.1 0.0 0.087
F 3.6878 1.8057 0.1273 -0.1 0.1 0.6 0.045
C 2.5550 2.5414 0.2979 -0.5 0.1 -1.3 -0.191
C 1.3972 1.9715 0.7234 -0.9 -0.5 0.5 0.111
C 0.1942 2.6757 0.5522 0.1 0.6 -0.4 0.002
C -1.0375 2.0351 1.0516 0.8 -1.4 0.1 -0.272
O -0.9850 0.8257 1.3637 -0.1 1.3 -0.5 -0.079
C -2.1358 2.9179 1.0948 -0.9 2.8 -2.1 0.018
C -2.1026 4.0799 0.3099 -0.2 -2.2 2.1 0.060
N -1.0213 4.5698 -0.3515 -1.0 -1.5 0.8 -0.024
C -1.2902 5.7734 -1.0243 -0.2 1.6 -0.8 -0.265
C -2.3574 5.6669 -2.1227 0.4 1.0 0.5 -0.060
C -0.9217 5.9312 -2.4848 -0.2 -2.2 1.1 -0.095
C 0.1563 3.9191 -0.1400 0.7 -0.2 -0.1 -0.096
C 1.3500 4.4712 -0.6320 -1.2 -1.1 1.3 0.058
C 2.4704 3.7838 -0.3618 2.9 -0.6 -0.5 -0.131
N 3.7181 4.2401 -1.0639 1.0 -0.8 0.1 -0.001
C 5.0379 4.0879 -0.2819 -0.9 0.5 0.1 -0.078
C 6.1131 4.8452 -0.9972 0.2 0.9 -1.4 -0.184
N 5.8201 4.8609 -2.4487 0.0 -0.2 -0.2 -0.072
C 5.3066 3.5838 -2.9424 -0.7 0.3 0.7 -0.164
C 3.8662 3.4747 -2.3755 -0.3 0.6 -0.8 -0.063
C -3.5181 2.6494 1.6376 1.2 -2.0 0.8 -0.642
O -4.3374 3.5304 1.6354 -1.4 1.7 -0.2 0.043
O -3.6455 1.4717 2.0623 -1.1 0.5 0.1 -0.122
H 1.2575 0.9597 1.1529 0.5 0.5 -0.2 0.152
H -3.0169 4.6586 0.2990 0.0 0.0 -0.1 0.142
H -1.2906 6.6227 -0.3213 0.0 -0.1 -0.7 0.163
H -3.0152 6.5434 -2.2622 0.3 -0.8 0.2 0.117
H -2.8029 4.6889 -2.2364 0.1 0.0 -0.2 0.116
H -0.7119 6.8960 -2.7929 0.6 1.7 -0.7 0.075
H -0.2977 5.1275 -2.8731 -0.3 0.2 -0.2 0.106
H 1.3600 5.3950 -1.1161 0.0 1.3 -0.8 0.109
H 5.3122 3.0439 -0.2029 -0.4 0.0 -0.1 0.124
H 4.8927 4.4899 0.7179 -0.2 -0.1 0.0 0.146
H 7.0415 4.3316 -0.7593 0.4 0.2 0.1 0.122
H 6.1494 5.9078 -0.7126 0.2 -0.4 0.3 0.126
H 6.5592 5.2413 -3.0305 0.0 -0.1 0.4 0.117
H 3.6541 5.2147 -1.3638 -0.1 0.0 0.4 0.175
H 5.8316 2.7164 -2.5500 0.5 -0.2 -0.1 0.116
H 5.3265 3.5177 -4.0422 -0.2 0.2 0.5 0.133
H 3.6221 2.4733 -2.1168 -0.3 -0.9 -0.1 0.088
H 3.0877 3.8867 -3.0515 0.5 -0.3 0.4 0.149
C 0.3834 -4.9703 -2.4709 1.1 -0.3 0.6 -0.138
C -0.4875 -3.9080 -1.8919 0.0 0.8 0.4 -0.691
C -1.4213 -3.3822 -2.9697 0.3 1.1 0.2 -0.131
C -1.3624 -4.4078 -0.7431 -0.1 0.5 -0.3 -0.147
Sb 0.7894 -2.2468 -0.9559 -0.7 -0.1 0.5 1.614
C 1.5270 -1.1020 -2.6965 0.1 -0.3 -0.4 -0.749
C 1.9017 -1.8887 -3.9371 -1.3 -0.7 -0.8 -0.125
C 2.6610 -0.1756 -2.3259 0.8 -0.6 0.1 -0.155
C 0.3916 -0.1673 -3.0525 -1.7 -0.8 1.7 -0.160
C 2.6562 -3.1864 -0.1460 -0.3 0.5 0.8 -0.713
C 3.7462 -3.4585 -1.1570 -0.1 0.7 -1.5 -0.131
C 2.2493 -4.4027 0.6798 -1.4 -0.8 -0.9 -0.138
C 3.1378 -2.1282 0.8761 0.1 0.1 0.8 -0.166
H -0.2332 -5.7111 -2.9269 -0.6 -0.8 -0.6 0.068
H 0.9774 -5.4864 -1.6988 -0.1 0.2 -0.3 0.063
H 1.0659 -4.5726 -3.2232 0.0 -0.1 -0.1 0.061
H -2.2189 -4.0883 -3.1402 -0.1 -0.7 -0.4 0.073
H -0.8759 -3.1332 -3.8901 -0.4 -0.1 0.0 0.059
H -1.9762 -2.5088 -2.6174 0.2 0.3 0.0 0.052
H -2.0194 -5.2193 -1.0973 0.0 0.2 -0.1 0.088
H -1.9784 -3.5610 -0.3623 0.4 -0.8 0.1 0.019
H -0.7492 -4.8451 0.0252 0.1 0.0 0.7 0.051
H 2.6631 -2.6625 -3.7977 -0.2 0.1 0.1 0.064
H 2.2689 -1.1621 -4.6510 0.4 0.2 -0.6 0.063
H 0.9837 -2.3434 -4.4471 1.2 0.4 0.8 0.087
H 3.6376 -0.6540 -2.3039 0.1 -0.3 0.1 0.065
H 2.5075 0.2270 -1.3354 -0.1 0.6 0.2 0.038
H 2.7447 0.5826 -3.1078 -0.1 0.5 0.1 0.070
H -0.5248 -0.7356 -3.2661 0.1 0.2 0.1 0.068
H 0.5547 0.4458 -3.8929 0.7 0.8 -1.3 0.057
H 0.1599 0.4903 -2.1907 0.0 -0.2 -0.3 0.077
H 3.4955 -4.2912 -1.8307 0.0 0.1 0.2 0.073
H 4.6974 -3.6883 -0.7016 0.4 -0.2 0.5 0.065
H 3.9522 -2.5702 -1.8305 -0.3 -0.9 0.8 0.059
H 2.0098 -5.2690 0.0169 0.4 0.4 0.5 0.064
H 1.3026 -4.2282 1.2317 0.6 0.1 0.0 0.039
H 3.0047 -4.7020 1.3986 0.3 0.0 0.1 0.077
H 3.3745 -1.1799 0.3734 0.1 0.0 0.3 0.043
H 4.0332 -2.4785 1.4432 -0.1 0.0 -0.7 0.085
H 2.4420 -1.9379 1.7343 0.0 -0.1 -1.1 0.064
```
Positions in Å, forces in eV/Å.

Properties
- 2S+1: 4
- E_LUMO (alpha / beta): 0.60 / 0.60 eV
- Net charge: -1
- Gap between HOMO and LUMO (alpha / beta): 0.1245 / 0.1532 Ha
- ⟨S²⟩: 3.7631


What did we get for electronic energy? Answer: -4058483.5271, -114684.0499 eV, in the order shown.